110
Properties=species:S:1:pos:R:3 method="wB97M-V/def2-TZVPD" orbital_gap_ev=8.41 charge=+1 e_above_lowest_kcal_mol=15.7 lumo_energy_ev=-2.6
Pb 1.045 1.020 -0.199
O 1.399 3.737 3.169
C 1.465 2.706 2.506
N 1.694 2.710 1.172
C 1.872 3.985 0.572
C 2.303 3.833 -0.845
C 2.857 4.939 -1.504
C 3.236 4.738 -2.836
C 3.018 3.521 -3.465
C 2.486 2.491 -2.729
N 2.180 2.648 -1.474
C 1.234 1.335 3.117
C 0.972 1.230 4.488
C 0.720 0.021 4.976
C 0.729 -1.086 4.140
C 1.008 -0.881 2.800
N 1.282 0.301 2.333
H 0.962 4.637 0.606
H 2.599 4.517 1.145
H 3.042 5.880 -1.032
H 3.696 5.544 -3.411
H 3.286 3.454 -4.488
H 2.414 1.499 -3.158
H 0.970 2.112 5.080
H 0.476 -0.157 6.044
H 0.446 -2.103 4.432
H 1.003 -1.648 2.045
O -0.517 -3.766 -0.279
P 0.709 -3.430 -1.200
O 1.106 -4.610 -1.966
O 1.867 -3.086 -0.089
O 0.293 -2.079 -1.871
P 1.268 -1.296 -2.999
O 0.414 0.015 -3.203
O 1.340 -2.180 -4.178
O 2.502 -1.029 -2.190
H -0.388 -3.644 0.675
H -0.235 0.026 -3.917
C -2.539 -5.763 3.391
C -3.200 -5.390 2.063
N -3.268 -3.961 1.861
C -4.447 -3.431 1.142
C -5.715 -3.401 1.965
C -2.207 -3.199 2.115
O -1.092 -3.615 2.445
C -2.481 -1.723 2.112
C -3.436 -1.157 3.009
C -3.630 0.205 2.980
C -2.957 0.948 2.029
N -2.089 0.412 1.158
C -1.790 -0.900 1.285
H -2.736 -6.840 3.580
H -2.984 -5.148 4.240
H -1.432 -5.615 3.403
H -4.265 -5.653 2.030
H -2.675 -5.910 1.250
H -4.545 -4.079 0.277
H -4.255 -2.473 0.648
H -5.854 -4.416 2.394
H -6.556 -3.114 1.359
H -5.624 -2.700 2.788
H -3.916 -1.782 3.709
H -4.320 0.696 3.695
H -3.143 2.029 1.985
H -1.005 -1.329 0.681
C 4.302 -0.506 -0.046
C 4.663 -2.055 0.225
As 3.535 -3.433 -0.549
C 3.992 -5.054 0.441
C 5.500 -5.214 0.666
C 3.941 -3.789 -2.422
C 5.266 -3.165 -2.885
H 4.936 0.089 0.636
H 3.243 -0.346 0.258
H 4.422 -0.104 -1.088
H 4.670 -2.153 1.320
H 5.645 -2.339 -0.098
H 3.589 -5.832 -0.168
H 3.434 -5.077 1.380
H 5.992 -5.157 -0.308
H 5.778 -6.173 1.074
H 5.895 -4.471 1.288
H 3.106 -3.494 -3.064
H 3.896 -4.906 -2.433
H 5.068 -2.137 -3.037
H 5.498 -3.495 -3.897
H 6.049 -3.356 -2.149
C -4.695 6.933 -3.808
C -3.788 6.081 -2.974
C -2.809 5.316 -3.570
C -2.093 4.359 -2.838
C -1.074 3.468 -3.551
C -2.309 4.164 -1.462
C -1.587 3.181 -0.643
O -0.705 2.433 -1.080
C -3.271 5.030 -0.820
C -3.499 5.103 0.628
C -3.968 5.945 -1.579
H -5.706 6.532 -3.717
H -4.370 6.927 -4.850
H -4.728 7.969 -3.474
H -2.601 5.397 -4.614
H -0.929 3.716 -4.571
H -1.382 2.411 -3.514
H -0.153 3.459 -3.028
H -1.846 3.171 0.448
H -2.574 5.229 1.222
H -4.006 4.237 1.024
H -4.205 5.903 0.917
H -4.714 6.612 -1.156

60
Properties=species:S:1:pos:R:3 method="wB97M-V/def2-TZVPD" orbital_gap_ev="4.54 / 6.80" spin_multiplicity=3 charge=-2 e_above_lowest_kcal_mol=2.1 lumo_energy_ev="4.7 / 4.7"
Ti -0.003 0.060 -0.865
C -1.330 3.732 1.275
C -0.835 2.732 0.277
N -0.590 1.473 0.579
N -0.950 0.981 1.822
C -0.904 -0.318 1.780
O -0.590 -1.056 0.765
C -1.316 -1.062 3.014
C -1.419 -2.448 2.975
C -1.802 -3.157 4.106
C -2.080 -2.489 5.290
C -1.973 -1.103 5.336
C -1.594 -0.396 4.205
C -0.646 3.053 -1.086
C -0.843 4.341 -1.645
C -0.699 4.538 -2.989
C -0.339 3.447 -3.820
C -0.140 2.225 -3.215
N -0.277 1.998 -1.909
H -1.351 3.280 2.263
H -2.342 4.071 1.032
H -0.689 4.619 1.308
H -1.190 -2.952 2.046
H -1.880 -4.237 4.062
H -2.375 -3.042 6.175
H -2.182 -0.573 6.258
H -1.502 0.682 4.225
H -1.117 5.163 -0.996
H -0.855 5.524 -3.411
H -0.203 3.551 -4.887
H 0.169 1.364 -3.800
O -4.015 -1.245 -1.589
C -2.827 -0.914 -1.593
O -2.249 0.053 -1.021
C -1.859 -1.716 -2.454
C -2.235 -2.670 -3.387
C -1.276 -3.188 -4.243
C 0.027 -2.712 -4.169
C 0.326 -1.773 -3.198
N -0.590 -1.325 -2.341
C 1.654 -1.045 -3.080
O 2.551 -1.288 -3.879
O 1.626 -0.181 -2.140
H -3.280 -2.947 -3.420
H -1.543 -3.931 -4.986
H 0.819 -3.017 -4.839
F 5.302 0.299 1.145
C 4.064 0.814 0.920
F 4.118 1.449 -0.247
F 3.868 1.748 1.873
C 2.910 -0.252 0.943
O 1.818 0.254 0.422
C 2.680 -0.673 2.441
F 3.830 -0.852 3.144
F 2.006 -1.833 2.514
F 1.973 0.241 3.098
C 3.416 -1.518 0.165
F 2.390 -2.291 -0.203
F 4.085 -1.182 -0.943
F 4.252 -2.305 0.895

20
Properties=species:S:1:pos:R:3 method="wB97M-V/def2-TZVPD" orbital_gap_ev=9.38 smiles="N=[S@]1(=O)CO1.Cn1ccnc1" e_above_lowest_kcal_mol=83.3 lumo_energy_ev=0.5
C -1.602 1.207 -0.984
C -1.909 -0.121 -0.732
C -0.880 0.858 0.993
C -1.299 -1.606 1.296
C 1.568 0.805 -1.539
N -1.008 1.803 0.105
N -1.511 -0.309 0.539
N 1.806 -0.853 0.874
O 2.343 -0.443 -1.746
O 3.699 0.672 0.089
S 2.460 0.034 -0.217
H -1.882 2.035 -1.636
H -2.601 -0.664 -1.346
H -0.238 -1.825 1.285
H -1.517 -1.266 2.335
H -1.925 -2.308 0.886
H 0.491 0.608 -1.529
H 1.953 1.675 -2.075
H 2.685 -1.267 1.382
H -0.633 0.964 2.021

48
Properties=species:S:1:pos:R:3 method="wB97M-V/def2-TZVPD" orbital_gap_ev=8.08 lumo_energy_ev=-0.5
N 2.609 4.127 -0.444
P 3.025 4.136 -2.147
O 1.805 5.053 -2.878
B 2.595 2.343 -2.690
O 3.457 1.236 -2.598
B 2.764 0.189 -1.962
S 3.593 -0.882 -0.678
O 1.394 -0.109 -2.228
B 0.748 1.152 -2.257
P -0.669 1.628 -1.055
P -2.557 0.920 -1.863
O -2.644 -0.544 -1.582
O -3.748 1.810 -1.079
O -2.667 1.249 -3.492
O 1.279 2.076 -3.198
H 3.423 4.256 0.139
H 2.003 4.919 -0.270
H 0.997 4.809 -2.423
H 2.619 -0.902 0.285
H -0.727 3.057 -1.059
H -3.704 2.677 -1.488
H -3.533 1.623 -3.669
C -5.162 1.305 2.567
C -5.992 2.520 2.950
C -4.988 3.351 3.733
O -3.700 3.066 3.178
C -3.801 1.927 2.311
H -5.547 0.761 1.705
H -5.105 0.612 3.411
H -6.303 3.057 2.049
H -6.884 2.279 3.527
H -4.975 3.066 4.790
H -5.184 4.422 3.666
H -3.711 2.274 1.276
H -2.979 1.240 2.515
C 3.335 -6.559 0.177
C 4.206 -6.015 -0.944
C 4.508 -4.610 -0.450
O 4.515 -4.672 0.982
C 3.974 -5.929 1.403
H 3.308 -7.647 0.225
H 2.310 -6.197 0.060
H 5.130 -6.595 -1.012
H 3.725 -6.026 -1.921
H 3.729 -3.905 -0.755
H 5.470 -4.237 -0.803
H 4.797 -6.544 1.782
H 3.262 -5.765 2.214

44
Properties=species:S:1:pos:R:3 method="wB97M-V/def2-TZVPD" orbital_gap_ev=2.60 charge=-2 e_above_lowest_kcal_mol=34.4 lumo_energy_ev=3.5
Cd 0.252 -0.091 -2.044
P 1.045 0.516 -4.405
O 0.621 1.814 -5.128
O 2.137 -0.116 -5.285
O -0.187 -0.401 -4.032
O 1.729 0.832 -2.997
B 0.548 0.183 0.212
H 0.052 1.207 0.005
H 0.963 0.165 1.300
H -0.143 -0.695 0.013
H 1.441 0.090 -0.486
O -2.379 -3.274 -0.108
H -2.637 -3.931 0.545
H -1.410 -3.266 -0.078
O -1.158 1.752 -2.145
H -2.052 1.694 -2.499
H -1.161 2.551 -1.603
O 1.393 2.906 1.589
H 0.591 3.373 1.843
H 1.083 2.029 1.273
O 4.113 0.018 -1.454
H 3.452 0.469 -2.029
H 3.606 -0.246 -0.682
O 0.056 -2.599 1.786
H 0.691 -2.114 1.236
H 0.259 -2.321 2.684
O -1.668 -1.076 -1.762
H -2.322 -0.617 -2.303
H -2.178 -1.668 -1.183
O -1.814 -0.227 1.975
H -1.931 -1.183 1.939
H -1.013 -0.073 1.421
O 1.042 -2.193 -1.833
H 0.644 -3.038 -2.078
H 1.767 -2.417 -1.234
O -3.267 1.938 0.269
H -3.846 1.955 1.036
H -2.591 1.278 0.491
O -0.278 0.631 4.787
H 0.008 -0.271 4.950
H -0.804 0.573 3.967
O 2.094 2.046 4.230
H 2.043 1.996 3.249
H 1.208 1.803 4.571